A cluster of 12 separate species, C58H152N12O17 in total, computed with the ωB97M-V functional and the def2-TZVPD basis.

```
239
Properties=species:S:1:pos:R:3:mulliken_charge:R:1
H 3.8983 -2.1345 0.8139 0.162
O 2.8980 -5.0115 -1.5294 -0.205
H -0.8026 0.7156 -5.6222 0.402
H 4.5279 -1.1516 5.6232 0.400
C 3.9968 -4.1289 -1.9666 0.181
H -7.7037 -0.5948 5.7659 0.362
C -3.9611 -5.3669 -3.7774 -0.089
C 5.1618 -1.5420 -4.7024 0.221
N -6.8940 -2.1046 6.9409 -0.449
H -8.0232 -0.1219 8.2352 0.392
C 3.1317 -1.2148 -6.0037 -1.201
O -1.1825 2.4124 -9.1682 -0.329
O -6.0805 0.1340 8.4246 -0.264
C -3.5753 -3.0296 0.4569 -0.678
H 4.5036 0.9683 0.3808 -0.425
C -4.1963 -6.5364 -4.6745 -0.877
H -2.3116 5.5840 5.5731 0.270
H 1.7797 8.2248 3.1230 0.423
H 2.3620 0.5855 -1.7100 -0.592
H 4.4768 2.7848 2.3357 0.330
H -6.1398 3.4199 0.1004 0.414
H -6.9012 1.0200 10.1621 0.304
H 3.9430 -6.0034 3.6121 0.338
H -0.3096 -1.1078 -2.9473 0.026
H -2.9284 1.4718 -9.4150 0.331
N -1.3542 5.3717 5.3314 -0.264
H 2.8013 2.1689 2.5917 -0.069
H 5.1418 0.1450 -1.9182 -0.134
H 3.4488 -0.0815 5.0201 0.072
C 0.0451 1.3984 -5.6792 -1.007
N 1.2671 2.6381 -7.4911 -0.711
H -4.3075 -2.2941 6.8663 0.292
H -2.4827 -1.0763 5.6764 0.453
O -0.6130 -0.5619 -0.9234 0.608
C 3.0974 -2.0618 4.1986 1.533
H 3.6852 4.0155 -0.8469 0.357
H 1.9263 1.0207 0.5533 -0.768
H -5.8920 -0.5375 6.1436 0.195
C 0.0203 0.2625 1.1940 0.897
C -1.0637 4.0386 5.7262 0.524
H -1.7425 3.3517 5.2207 0.176
H 4.9486 -4.0463 -0.1253 0.141
H -6.6645 5.5744 -1.1979 0.328
H 4.4518 2.7737 -2.3635 0.452
H 4.2378 1.2632 -3.3366 0.260
H -0.1233 1.4680 -0.5580 0.085
C 2.1230 7.3183 2.6246 -1.320
N 5.2736 1.0942 -1.5991 0.097
H -5.3407 6.0634 -2.2236 0.238
H 2.5321 -2.3377 -4.2759 0.878
H -3.9105 2.9140 7.2747 0.260
H -0.4830 4.4996 7.6378 0.410
H -0.2949 -0.7066 1.5809 0.161
H -0.2703 4.5859 0.7793 -0.182
H 2.6039 -3.2615 0.2405 0.446
C 2.6572 1.6219 -1.8735 0.491
H -2.4889 -6.2917 -1.1157 0.235
H -3.3449 -2.8075 1.4989 0.279
H 2.1101 4.4909 -0.0269 -0.195
C -5.4316 -1.9766 -3.5227 -1.018
C -1.1374 2.4760 -7.7176 -0.897
H 3.2082 -2.2032 -6.4568 0.361
C -6.0296 1.0960 9.5120 -0.767
O 0.8014 -1.5794 -5.2078 0.297
H 0.2267 -3.6525 -1.8846 0.137
H 0.6157 -3.4764 -5.1868 0.236
H -3.4873 -2.6191 -2.9758 -0.431
C 3.2582 -3.5228 4.5078 -1.442
H -0.8414 0.6074 -2.5914 0.358
C 2.6725 6.2027 3.5452 1.058
N 3.9629 6.5912 4.1198 -0.818
O 2.3605 2.4682 -0.7904 0.234
N -2.8597 3.5204 0.6480 0.084
H 2.4669 -6.2789 2.8405 0.179
H -3.7743 -7.3953 -4.1527 0.396
H 3.8539 7.2862 4.8446 0.291
H 2.8677 7.5910 1.8769 0.406
C -0.5842 6.8441 -0.2616 -0.552
O -1.4232 6.2673 0.7549 -0.426
H -2.9882 -0.6367 4.0930 0.128
C 4.5523 -3.3063 -0.8206 0.271
H 1.9989 6.0688 4.3916 0.005
H 3.9817 1.9034 3.7278 0.388
H -3.5837 -7.4613 -7.7781 0.248
H -2.8817 -5.2198 -3.8137 0.038
C 2.6049 3.8842 -0.7853 -0.833
C 6.7087 0.5799 0.3469 -1.348
C -0.6538 0.6185 -0.1279 -0.910
H -1.2717 -4.0332 -2.4724 -0.321
H -4.9845 2.4428 -0.9696 0.252
N 5.5434 -2.3460 -1.3626 0.381
H -6.3072 4.5812 -2.5875 0.296
H -2.7701 4.0350 -0.2164 0.254
H 2.6314 -6.8912 -0.4811 0.296
C -6.9074 -0.7078 6.5016 -0.313
H 2.8136 -3.8609 5.4438 0.530
H 8.7663 0.3697 -6.4683 0.296
H 7.2259 1.1618 1.1097 0.696
H 6.4253 -2.8231 -1.4835 0.327
C -0.1862 1.2716 2.3003 -1.180
O 7.0899 -0.5568 -5.6900 -0.432
H -0.0955 -5.2346 -2.7226 0.519
C -5.5314 -0.1645 -5.0732 -0.855
H -2.0643 2.0356 -7.3503 0.398
H -0.9196 7.8509 -0.5107 0.240
H 3.7110 -5.6188 0.2109 0.158
C 4.1503 1.7263 -2.3538 -1.296
H 4.2785 -3.7333 4.8282 0.494
H -1.9865 3.5856 2.5549 -0.215
H 2.4960 -0.6032 -6.6439 0.374
H 4.7339 -4.7454 -2.4811 0.677
H 1.3599 3.4420 -6.8867 0.231
H 7.4456 -2.4276 1.7384 0.287
C 2.1551 -1.5037 -4.8679 -0.112
C -7.2215 0.3269 7.6486 -0.764
O -3.5077 -6.4057 -5.9834 -0.274
H -0.0172 2.2255 -4.9721 0.477
H 2.3943 4.2685 -1.7833 0.440
H -1.1866 3.5344 -7.4617 0.239
H -5.2810 -6.5848 -4.7701 0.369
H 1.0188 4.4597 5.6280 0.389
H 0.2329 2.2661 2.1469 -0.214
C -1.0463 5.0913 1.3541 0.341
H 0.3679 0.8827 3.1546 0.587
H -6.0160 2.0697 9.0222 0.263
O -2.5366 4.4486 7.7320 -0.374
H 1.5580 -2.6427 3.2578 0.382
H -0.7730 6.1407 5.6329 0.216
C -5.1703 3.3488 -0.3927 -0.574
H -2.2919 2.2775 -10.7472 0.274
H 3.5582 4.9531 2.0182 0.803
C -0.8502 -0.4370 -2.2796 -0.846
O -4.3226 -1.9364 4.8687 -0.267
H -6.6853 -3.2771 5.1357 0.315
H 2.0635 2.0441 -2.6844 0.374
H 1.2921 6.9857 2.0024 0.017
H -4.7925 3.8743 1.5516 0.409
H 3.0412 -1.7013 -0.5282 -0.480
H 8.1503 1.1860 -5.1335 0.280
H 7.4778 0.8334 -0.3827 0.421
H -0.5990 -2.6535 -6.2107 0.235
N 4.3953 -0.7068 -5.5994 -0.116
H -2.9686 3.3288 -9.4627 0.292
C -1.3180 3.8997 7.2757 -0.928
C -3.6872 3.9598 7.0639 -0.523
H -1.8475 -0.8632 -2.3886 0.125
C -2.9783 -1.4739 4.7908 -0.789
H -4.9125 -3.4819 -2.1902 0.275
H 1.8751 4.4333 2.4404 -0.748
H -0.4907 6.1699 -1.1129 0.279
O 6.5805 -0.8364 0.5713 -0.381
O 2.7883 -4.3466 3.4151 -0.119
H -2.3436 -2.1911 4.2703 0.314
H 3.6758 -3.4615 -2.7664 -1.122
H 6.8807 -0.9697 2.6101 0.337
C -4.6656 -2.8004 5.9699 -0.407
H 0.1280 0.8630 -7.8154 0.234
H -7.3807 1.3271 7.2456 0.456
H -1.7132 0.7770 0.0740 0.236
H -0.4758 5.2046 2.2760 0.031
H 4.9798 -0.4214 -6.3720 0.265
H -1.6745 -4.6507 1.3509 0.525
O 3.3430 3.8838 3.7163 -0.565
N 1.5013 0.2182 0.9951 1.418
H -1.1677 2.8504 7.5298 0.353
H -6.5762 -0.0300 -4.7933 0.343
H -5.1059 0.9489 10.0716 0.239
H -6.3467 -2.4079 -3.9286 0.463
H 4.6848 -1.8346 -3.7670 -0.620
H 4.3774 5.6970 4.3405 0.252
O -4.8580 4.5248 -1.0486 -0.243
H -6.6383 -2.0393 7.9159 0.286
C -2.4290 2.4055 -9.6734 -0.791
C -4.2981 3.1482 0.9063 -0.805
O -4.7288 -1.2102 -4.4656 -0.219
N -1.5096 -6.4517 -0.9270 -0.718
H 5.6912 -1.6074 -0.6897 -0.475
C -2.2877 4.2798 1.7703 -0.420
H 4.1378 -6.6594 -1.2061 0.334
H 0.6559 2.7496 5.5514 0.455
H 6.3528 0.3185 -4.0326 0.383
H -3.2991 -2.1129 -0.0640 0.183
H 5.2957 -2.4622 -5.2711 0.729
C 8.3164 0.1713 -5.4954 -0.761
H 1.6173 -1.0426 3.2698 0.002
H 3.6503 -2.0102 3.2607 -0.384
H -4.5673 4.4154 7.5177 0.251
H 8.9694 -0.4274 -4.8605 0.297
C 5.3868 1.3168 -0.1545 0.455
H 0.9983 0.9540 -5.3925 0.033
H 1.2585 2.9671 -8.4460 0.284
H -5.0257 0.8002 -5.0316 0.194
C 3.6516 2.6823 3.0405 -0.462
C -1.4399 -4.2356 0.3708 -0.418
H -5.8534 -1.4264 -2.6816 0.439
H 1.8031 -0.6657 0.6108 -0.913
H -4.3043 2.1868 1.4199 0.327
O -2.7959 -4.1261 -0.1009 -0.270
H 2.0363 -0.6245 -4.2347 -0.573
H 5.5077 2.3847 0.0277 0.572
C -4.1134 -7.4308 -6.8259 -0.771
H -1.1388 1.3311 2.8267 0.241
C 3.4717 -1.1182 5.3560 -1.311
H -0.9380 -3.2708 0.4435 -0.048
H 1.0436 -2.8668 -6.8530 0.319
C 7.3328 -1.3445 1.6918 -1.013
H -5.1764 -7.2881 -7.0203 0.302
C 0.4571 -2.7119 -5.9474 -0.959
C -6.1691 -3.1304 6.0844 -0.768
C -0.7099 -5.2249 -0.6156 0.501
H 8.2846 -0.8134 1.6770 0.386
C 2.8962 -5.7036 3.6607 -0.851
H -3.9469 -8.3891 -6.3339 0.312
H -4.0253 -3.7415 -4.9572 0.253
C 6.4451 -0.6858 -4.4460 -0.679
C 0.3392 3.7282 5.1908 -1.368
C 3.4226 -2.6024 -0.0480 0.019
C 2.7938 4.9017 2.7934 -0.016
H -4.6192 -3.3375 0.3966 0.278
H -6.3418 -4.0842 6.5830 0.395
H -4.2634 -5.6751 -2.7765 0.372
C 0.1210 1.7744 -7.2176 0.510
C 3.3512 -6.1019 -0.6976 -0.679
N 1.7186 -1.8520 3.8654 -0.711
H 6.9537 -1.2860 -3.6915 0.366
H 0.4109 6.7832 0.1791 0.174
C -4.4776 -3.0585 -3.0956 0.632
H 2.8495 -1.4261 6.1963 0.366
H 2.3891 -5.9599 4.5910 0.336
H -3.7108 4.2175 6.0050 0.192
C -5.8478 5.1917 -1.8101 -0.813
H 0.2414 -5.5163 -0.1702 0.212
H -4.2280 -3.7734 5.7465 0.381
C -0.4314 -4.5168 -1.9742 -0.646
N -4.5165 -4.0961 -4.1491 -0.365
H -5.5185 -0.6462 -6.0509 0.323
H 0.4734 3.8090 4.1121 -0.010
H -3.0764 4.9535 2.1050 0.611
H -1.3858 -7.1221 -0.1818 0.272
```

Output
Orbital gap = 0.3171 Eh
F_max = 3.84 eV/A
SMILES = COC[C@H](C)N.COC[C@H](C)N.COC[C@H](C)N.COC[C@H](C)N.COC[C@H](C)N.COC[C@H](C)N.COC[C@H](C)N.COCCNCCOC.COCCNCCOC.COCCNCCOC.COCCNCCOC.COCCNCCOC
LUMO energy = 0.5 eV
Relative energy (zero: lowest compared OMol25 entry of this formula, charge and spin) = 683.8 kJ/mol
Total energy = -115281.83830 eV